# 1
{
  "formula": "C25H34Br2N3O5Si2",
  "method": "ωB97M-V/def2-TZVPD",
  "species": ["Br", "Br", "Si", "Si", "O", "O", "O", "O", "O", "N", "N", "N", "C", "C", "C", "C", "C", "C", "C", "C", "C", "C", "C", "C", "C", "C", "C", "C", "C", "C", "C", "C", "C", "C", "C", "C", "C", "H", "H", "H", "H", "H", "H", "H", "H", "H", "H", "H", "H", "H", "H", "H", "H", "H", "H", "H", "H", "H", "H", "H", "H", "H", "H", "H", "H", "H", "H", "H", "H", "H", "H"],
  "coordinates": [[-6.9003, -0.2012, 4.9441], [-6.3422, -1.7290, 2.0174], [3.1214, 0.2800, -5.7376], [1.9529, 0.8428, -2.9230], [0.1778, 0.9579, 0.4832], [-1.4450, 4.3130, 2.8027], [-2.1545, 2.1800, 2.9322], [2.2470, 0.9955, -4.5572], [-1.7590, 1.3341, -0.4807], [-0.9729, -3.6225, 2.7260], [0.9736, -4.8804, 2.6390], [0.2464, -1.6805, 1.0676], [-4.0663, 0.2802, 5.0178], [-3.2571, 2.4422, 2.0506], [-4.9183, -0.9746, 3.0493], [-1.2255, 3.1472, 3.0249], [-1.0436, 0.7460, 0.3277], [3.3215, -3.0837, 0.6203], [-1.7131, -0.3007, 1.2173], [4.9513, 0.3488, -5.3349], [0.2347, -3.7427, 2.2734], [2.6193, -1.5144, -5.9333], [3.5636, 1.0243, -1.9779], [0.8476, -2.7678, 1.4392], [-3.5621, -1.1136, 2.5002], [-5.1485, -0.3638, 4.1990], [2.8403, 1.1562, -7.3649], [0.7650, 2.1370, -2.3468], [-1.5996, -2.4581, 2.3677], [-2.8909, -2.2426, 2.8150], [2.1814, -2.9803, 0.9697], [-2.9832, -0.1096, 1.6960], [0.1075, 2.6472, 3.4788], [-1.0122, -1.4824, 1.5587], [1.2278, -0.8399, -2.5484], [0.0206, 1.5433, 4.5516], [-3.8089, 1.1207, 1.4354], [3.1397, 2.2044, -7.3047], [1.1562, 3.1437, -2.5328], [3.3588, 1.0145, -0.9059], [1.5431, -1.5980, -6.0971], [-3.8563, 1.2727, 0.3651], [-0.8773, 1.6313, 5.1526], [-4.8267, 0.9923, 1.7943], [4.0584, 1.9662, -2.2285], [-4.3381, 0.2131, 6.0663], [-3.3558, -3.0003, 3.4277], [-4.0502, 2.8724, 2.6594], [0.8794, 1.6469, 5.2118], [0.6456, 3.4953, 3.8882], [4.3308, -3.0152, 0.3084], [5.5439, -0.0393, -6.1672], [-3.9660, 1.3192, 4.7194], [5.2658, 1.3763, -5.1404], [0.3041, -5.6043, 2.8783], [5.1783, -0.2476, -4.4493], [-2.9767, 3.1141, 1.2546], [0.3298, -1.0158, -3.1455], [1.7886, 1.1182, -7.6550], [-0.1943, 2.0412, -2.8595], [4.2568, 0.2081, -2.2021], [0.6674, 2.2914, 2.6190], [3.1325, -1.9678, -6.7853], [0.0933, 0.5584, 4.0988], [0.5714, 2.0254, -1.2785], [1.9401, -1.6441, -2.7604], [2.8702, -2.0893, -5.0400], [1.5466, -5.2131, 1.8715], [0.9571, -0.8897, -1.4906], [3.4285, 0.6784, -8.1520], [-3.1413, -0.2676, 4.8793]],
  "lumo_energy_ev": 1.919,
  "homo_energy_ev": -5.2,
  "gap_ev": 7.119,
  "relative_energy_kj_mol": 0.00,
  "energy_ev": -197030.4053,
  "charge": -1,
  "multiplicity": 1
}

---

# 2
{
  "formula": "C20H29N3O6S",
  "method": "ωB97M-V/def2-TZVPD",
  "species": ["S", "O", "O", "O", "O", "O", "O", "N", "N", "N", "C", "C", "C", "C", "C", "C", "C", "C", "C", "C", "C", "C", "C", "C", "C", "C", "C", "C", "C", "C", "H", "H", "H", "H", "H", "H", "H", "H", "H", "H", "H", "H", "H", "H", "H", "H", "H", "H", "H", "H", "H", "H", "H", "H", "H", "H", "H", "H", "H"],
  "coordinates": [[4.8446, -1.3820, 3.7175], [1.2763, 1.4027, 2.2794], [0.4214, -0.0497, 0.7804], [-0.5431, -0.0274, -3.6140], [-2.5606, 1.5144, -0.3425], [1.0431, -1.3545, 3.0628], [3.0233, -4.2105, 2.2678], [2.6714, -1.6215, 1.5254], [-2.3574, 1.2116, -3.0116], [-0.9458, 0.3156, -1.4097], [2.0614, -5.4921, 3.8134], [1.8788, -2.0657, 2.5271], [2.7311, -0.2150, 1.1997], [-4.2718, 0.9938, -4.5195], [-5.2709, 1.7482, -3.6453], [3.0036, -5.4234, 2.8302], [2.0786, -3.4679, 2.8929], [3.8991, 0.5096, 1.8882], [-5.2164, 3.2440, -3.9397], [3.9918, 0.1970, 3.3767], [-3.8076, 3.7806, -3.7067], [1.3919, 0.4498, 1.5619], [-2.8008, 3.0378, -4.5818], [-0.9078, 0.4275, 1.0045], [-1.7430, -0.6636, 1.6740], [-1.5586, 0.8269, -0.3171], [6.5655, -0.7980, 3.7147], [-2.8465, 1.5256, -4.3366], [1.4567, -4.2193, 3.8579], [-1.2634, 0.4851, -2.7879], [6.8002, -0.3387, 2.7587], [4.8334, 0.2378, 1.3910], [3.6965, -6.1501, 2.4535], [-3.5433, 3.6655, -2.6536], [-2.1713, 1.0190, -5.0352], [-2.8486, 1.5890, -2.2078], [-6.2769, 1.3682, -3.8353], [-4.5496, 1.1090, -5.5689], [7.1919, -1.6697, 3.8699], [0.6735, -3.8858, 4.5063], [-1.8198, -1.5296, 1.0200], [1.8306, -6.3386, 4.4265], [-3.7725, 4.8468, -3.9400], [-5.5038, 3.4195, -4.9793], [3.4318, -2.2092, 1.2178], [-1.2529, -0.9605, 2.5977], [-5.0479, 1.5764, -2.5905], [-5.9260, 3.7741, -3.3018], [-2.7363, -0.2803, 1.8869], [2.8378, -0.1228, 0.1104], [2.9991, 0.1170, 3.8146], [-0.1176, -0.2458, -1.2485], [-4.2918, -0.0711, -4.2806], [-1.7908, 3.4032, -4.3868], [-0.8586, 1.3102, 1.6541], [6.7085, -0.0888, 4.5253], [4.5475, 0.9706, 3.9040], [-3.0287, 3.2228, -5.6333], [3.7409, 1.5822, 1.7629]],
  "smiles": "CSCC[C@@H](NC(=O)c1ccco1)C(=O)O[C@H](C)C(=O)NC(=O)NC1CCCCC1",
  "lumo_energy_ev": 0.507,
  "homo_energy_ev": -8.6,
  "gap_ev": 9.131,
  "relative_energy_kj_mol": 33.97,
  "energy_ev": -48803.4585,
  "charge": 0,
  "multiplicity": 1
}

---

# 3
{
  "formula": "C17H12ClN5O6Y",
  "method": "ωB97M-V/def2-TZVPD",
  "species": ["Y", "Cl", "O", "O", "O", "O", "O", "O", "N", "N", "N", "N", "N", "C", "C", "C", "C", "C", "C", "C", "C", "C", "C", "C", "C", "C", "C", "C", "C", "C", "H", "H", "H", "H", "H", "H", "H", "H", "H", "H", "H", "H"],
  "coordinates": [[-0.5624, -0.3291, 0.2763], [5.2505, -1.3741, -0.0966], [-0.8295, 1.4021, -1.2107], [3.5284, -2.4096, 4.1223], [-3.3424, 0.7805, 2.5071], [5.4256, -1.9816, 2.9780], [1.0667, -1.3538, 4.2049], [-0.3098, -0.9436, 2.4754], [2.7534, -0.4834, -0.0036], [-1.9747, 1.3384, 0.7852], [-4.2334, 1.9445, 0.7476], [-2.8310, -2.7464, -0.5479], [1.6494, -0.4338, 0.7820], [3.3896, 0.4443, -3.4712], [-2.8597, 2.5316, -1.0991], [3.5203, 0.3148, -2.1229], [1.2834, -0.6773, -3.4386], [4.1749, -1.8922, 3.0573], [0.8522, -1.0136, 3.0213], [2.0008, -0.8922, 2.0327], [3.3897, -1.2916, 2.0257], [3.8231, -0.9975, 0.7025], [-4.0649, 2.5976, -0.4581], [2.5550, -0.3666, -1.3919], [-2.0668, -1.9469, -0.1658], [-5.5952, 1.9010, 1.3336], [2.2067, 0.0669, -4.1574], [1.4641, -0.8774, -2.0886], [-3.2022, 1.3747, 1.4315], [-1.8299, 1.7745, -0.5093], [-6.0318, 2.8469, 1.1304], [-3.4487, -3.2721, -1.1662], [4.4216, 0.7089, -1.5935], [-2.7528, 2.8602, -2.1375], [0.2987, -1.0750, -3.8246], [2.5601, -2.2543, 4.0216], [4.1784, 0.9827, -3.9653], [2.0426, 0.5489, -5.1683], [-5.5118, 1.6899, 2.4488], [0.8113, -1.6427, -1.5781], [-6.2091, 1.0819, 0.9005], [-4.9906, 3.0647, -0.7893]],
  "lumo_energy_ev": -4.668,
  "homo_energy_ev": -12.3,
  "gap_ev": 7.615,
  "energy_ev": -51120.4379,
  "charge": 1,
  "multiplicity": 1
}